The following is a quantum chemistry calculation of a molecular structure, C5H10INO2S in a non-equilibrium geometry, from OMol25.

Geometry as XYZ:
```
20
Properties=species:S:1:pos:R:3:mulliken_charge:R:1
C -1.37938 -1.04338 1.54212 0.105
C -0.53197 -0.08894 -1.65189 -1.371
C 0.98109 1.76226 -0.71036 -1.403
C 1.38614 -0.69641 -0.19733 -1.609
C 0.40036 0.36613 -0.50069 1.317
N -1.16115 -2.03622 0.75787 -0.532
O 0.44129 0.77176 2.21830 -0.585
O -1.66439 1.46674 1.07957 -0.613
S -0.54400 0.53051 1.13658 0.809
I -2.39928 -0.90580 3.32799 0.206
H -1.17668 -0.85870 -1.19160 0.387
H -1.32504 0.77691 -2.05090 0.272
H 0.21562 -0.23909 -2.43009 0.480
H 0.74763 2.46364 0.15741 0.356
H 0.41069 2.23042 -1.48773 0.383
H 2.05444 1.68394 -0.85921 0.330
H 1.93100 -0.65654 0.73455 0.431
H 0.83632 -1.73391 -0.05736 0.347
H 2.16420 -0.78914 -1.03684 0.416
H -1.38687 -3.00418 1.21963 0.274
```

As for the charge: 0. As for the energy relative to the best compared isomer or geometry (same formula, charge and spin): 1.592 eV.

=====

The following is a quantum chemistry calculation of a molecular structure, C5H10IP in a non-equilibrium geometry, from OMol25.

Geometry as XYZ:
```
17
Properties=species:S:1:pos:R:3:mulliken_charge:R:1
C -0.42076 -0.76275 -0.76875 -0.665
C -0.50232 0.76966 -0.95279 -0.694
C -0.42891 -1.13966 0.69858 -0.736
C 0.71974 1.68836 -0.51328 -0.537
C 0.81257 1.83629 1.02510 -0.606
P 0.68181 0.02674 1.60629 0.270
I 2.78844 2.29251 1.76875 -0.084
H -1.30983 -1.03375 -1.24270 0.327
H 0.35110 -1.30890 -1.23450 0.384
H -0.76800 0.84938 -2.01339 0.348
H -1.39602 0.94626 -0.33011 0.332
H -1.50404 -0.97412 1.10475 0.332
H -0.00353 -2.03483 0.97870 0.474
H 1.61342 1.26711 -0.80460 0.445
H 0.60172 2.70115 -1.08808 0.271
H 0.45871 0.11917 2.89100 0.099
H 1.60787 -1.01032 1.69342 0.040
```

As for the charge: 0. As for the energy relative to the best compared isomer or geometry (same formula, charge and spin): 2.649 eV.

=====

The following is a quantum chemistry calculation of 2 unconnected molecules or ions with the total composition C5H10IP in a non-equilibrium geometry, from OMol25.

Geometry as XYZ:
```
17
Properties=species:S:1:pos:R:3:mulliken_charge:R:1
C -0.46347 -0.97952 -1.93315 -0.551
C -1.03391 0.42320 -1.79700 -0.149
C 0.19333 0.02535 -1.08330 -0.063
C 1.94838 -0.04272 2.29173 -0.100
C 0.59594 -0.51671 2.46783 -0.729
P -2.53404 0.63047 -0.73975 -0.153
I 2.11419 0.81096 -1.26489 0.037
H -0.98493 -1.78455 -1.42674 0.213
H -0.04330 -1.27987 -2.88495 0.237
H -0.99278 1.08181 -2.66151 0.383
H 2.11445 0.30678 1.23621 -0.360
H 2.68734 -0.82658 2.44414 0.251
H 2.17235 0.82725 2.91272 0.270
H -0.19443 0.15968 2.73217 0.325
H 0.33171 -1.52516 2.20633 0.329
H -3.44676 0.66524 -1.79544 0.033
H -2.46405 2.02435 -0.70440 0.029
```

As for the charge: 0. As for the energy relative to the best compared isomer or geometry (same formula, charge and spin): 4.387 eV.

=====

The following is a quantum chemistry calculation of a molecular structure, C5H10IrMgO4 in a non-equilibrium geometry, from OMol25.

Geometry as XYZ:
```
21
Properties=species:S:1:pos:R:3:lowdin_spin:R:1
O 1.98708 -0.21936 1.15307 0.002
C 2.29001 0.71758 0.18896 0.001
C 1.08429 1.43213 -0.40070 0.001
O -0.09509 0.91333 0.09266 0.005
C -1.31390 1.48353 0.55249 0.011
C -2.27624 0.30210 0.54192 0.056
O -1.72228 -0.81709 1.18748 0.417
Mg 0.23409 -0.99198 0.97557 0.086
H 2.81504 0.24971 -0.67451 0.000
H 2.98898 1.50658 0.53674 0.000
H 1.08947 2.46289 -0.00639 0.000
H 1.83090 -2.48281 -1.54502 0.000
H -1.63847 2.28333 -0.12916 0.001
H -1.16564 1.88332 1.56633 0.001
H -2.47259 0.13998 -0.53552 0.007
H -3.22770 0.54841 1.04417 0.009
C 0.72936 -2.44418 -1.55664 0.002
O -0.06772 -2.24529 -0.61416 0.036
Ir -2.54498 -2.47627 1.51882 3.365
H 0.42627 -3.26592 -2.23306 0.000
H 1.04911 1.01998 -1.66303 0.000
```

As for the charge: +1. As for the energy relative to the best compared isomer or geometry (same formula, charge and spin): 0.000 eV. The spin multiplicity is 5.

=====

The following is a quantum chemistry calculation of a gas-phase ion, C5H10N (charge +1) in a non-equilibrium geometry, from OMol25.

Geometry as XYZ:
```
16
Properties=species:S:1:pos:R:3:mulliken_charge:R:1
C -1.83770 -0.20560 0.40510 -1.430
C -0.64264 -0.26811 -0.49963 0.478
C 0.43020 -1.36501 -0.15592 -0.620
C 1.59453 -0.83064 0.22323 -0.352
C 1.57960 0.69174 0.12175 -0.555
N 0.15327 0.95732 -0.39396 -0.273
H -2.20512 0.82952 0.48332 0.403
H -1.51429 -0.47660 1.42993 0.356
H -2.71338 -0.80296 0.08904 0.352
H -1.14961 -0.24893 -1.47061 0.281
H 0.33379 -2.36948 -0.40873 0.470
H 2.31424 -1.50832 0.64176 0.420
H 1.58181 1.14601 1.10956 0.279
H 2.30667 1.30752 -0.38325 0.400
H -0.45484 1.74352 0.15687 0.390
H 0.22346 1.40003 -1.34844 0.401
```

As for the charge: +1. As for the energy relative to the best compared isomer or geometry (same formula, charge and spin): 1.005 eV. As for the structure (SMILES): C[C@@H]1C=CC[NH2+]1.

=====

The following is a quantum chemistry calculation of a gas-phase ion, C5H10N (charge +1) in a non-equilibrium geometry, from OMol25.

Geometry as XYZ:
```
16
Properties=species:S:1:pos:R:3:mulliken_charge:R:1
C -1.33624 -1.56897 1.88428 -0.795
C -0.82933 -0.67197 1.00379 0.207
C -0.27905 0.34995 0.33219 0.397
C -0.73378 1.75381 -0.06424 -1.265
N 1.05825 0.04732 -0.21788 -0.341
C 1.03593 -0.45896 -1.65857 -0.848
H -1.86398 -2.37470 1.58584 0.298
H -1.22122 -1.56068 2.94447 0.277
H -1.80288 1.71018 -0.01370 0.364
H -0.29429 1.87646 -0.94020 0.417
H -0.27351 2.45556 0.56379 0.339
H 1.82627 0.73517 -0.18007 0.408
H 1.64320 -0.67514 0.27560 0.437
H 1.02538 0.46091 -2.14734 0.370
H 1.89957 -0.97362 -1.68999 0.438
H 0.14568 -1.10534 -1.67796 0.297
```

As for the charge: +1. As for the energy relative to the best compared isomer or geometry (same formula, charge and spin): 2.898 eV. As for the structure (SMILES): C=C=C(C)[NH2+]C.

=====

The following is a quantum chemistry calculation of a gas-phase ion, C5H10N (charge +1) in a non-equilibrium geometry, from OMol25.

Geometry as XYZ:
```
16
Properties=species:S:1:pos:R:3:mulliken_charge:R:1
C -1.09596 -1.33228 -0.09910 -1.040
N -0.43645 -0.02026 -0.17059 -0.016
C -1.13916 1.31867 0.04786 -0.876
C 0.85780 0.10472 0.59142 -0.465
C 1.95451 -0.66493 -0.04140 -0.274
C 2.03546 0.63115 -0.22694 -0.345
H -1.42685 -1.45988 0.84345 0.452
H -1.82781 -1.29306 -0.78628 0.450
H -0.40514 -2.04949 -0.26720 0.343
H -0.26338 0.16402 -1.17141 0.431
H -1.79757 1.05755 0.90577 0.332
H -0.43753 2.01317 0.26709 0.393
H -1.62289 1.56342 -0.95833 0.340
H 0.60956 0.13954 1.71096 0.417
H 2.42783 -1.65858 -0.21738 0.397
H 2.56758 1.48625 -0.42793 0.461
```

As for the charge: +1. As for the energy relative to the best compared isomer or geometry (same formula, charge and spin): 3.391 eV. As for the structure (SMILES): C[NH+](C)C1C=C1.

=====

The following is a quantum chemistry calculation of a gas-phase ion, C5H10N (charge +1) in a non-equilibrium geometry, from OMol25.

Geometry as XYZ:
```
16
Properties=species:S:1:pos:R:3:mulliken_charge:R:1
C 2.73948 -0.58102 -0.40408 -0.860
C 2.07197 0.78035 0.10221 0.029
N 0.85986 0.93312 0.28589 0.015
C -0.40886 0.75513 0.51885 -0.143
C -1.45911 0.38309 -0.52998 -0.060
C -2.66551 0.03145 0.06881 -1.358
H 3.77180 -0.83139 -0.23046 0.354
H 2.44919 -0.69888 -1.47337 0.289
H 2.16665 -1.27106 0.23378 0.292
H 2.57927 1.75629 -0.04449 0.365
H -0.70593 0.84222 1.58782 0.382
H -0.97913 -0.22049 -1.31200 0.424
H -1.82803 1.39229 -1.04634 0.256
H -3.06208 1.04252 0.37217 0.328
H -2.66574 -0.46081 1.00999 0.357
H -3.43772 -0.47065 -0.47915 0.329
```

As for the charge: +1. As for the energy relative to the best compared isomer or geometry (same formula, charge and spin): 2.351 eV. As for the structure (SMILES): CC=[N+]=CCC.

=====

The following is a quantum chemistry calculation of a gas-phase ion, C5H10N (charge +1) in a non-equilibrium geometry, from OMol25.

Geometry as XYZ:
```
16
Properties=species:S:1:pos:R:3:mulliken_charge:R:1
C -0.12099 -2.62766 -0.35548 -1.034
C 0.03126 -1.18828 -1.00783 -0.392
C -0.15479 0.06876 -0.53292 0.171
N -0.24468 1.38006 -1.02775 -0.167
C -0.46155 1.13151 0.40063 0.229
C 0.51263 1.67684 1.37403 -1.177
H 0.43343 -3.47217 -0.82358 0.315
H -1.18466 -2.70365 -0.65067 0.294
H 0.10072 -2.63489 0.63739 0.374
H 0.14379 -1.23528 -2.07137 0.354
H -0.94004 1.57138 -1.76469 0.308
H 0.66337 1.80033 -1.17896 0.310
H -1.62761 1.09815 0.58096 0.323
H 1.43471 1.63937 1.03520 0.446
H 0.27108 1.05752 2.24527 0.321
H 0.24435 2.75723 1.62494 0.325
```

As for the charge: +1. As for the energy relative to the best compared isomer or geometry (same formula, charge and spin): 2.638 eV. As for the structure (SMILES): C/C=C1/[NH2+][C@@H]1C.

=====

The following is a quantum chemistry calculation of a gas-phase ion, C5H10N (charge +1) in a non-equilibrium geometry, from OMol25.

Geometry as XYZ:
```
16
Properties=species:S:1:pos:R:3:mulliken_charge:R:1
C 0.27689 -2.59107 1.92140 -0.215
C 0.28747 -1.00128 0.03898 -0.331
C -0.11782 0.38391 -0.47853 0.776
C -0.89214 1.36700 0.33870 -1.096
C 0.04873 0.70824 -1.83777 -1.242
N 0.92905 -1.78964 1.28559 -0.299
H -0.75890 -2.76856 1.79753 0.279
H 0.85979 -3.40721 2.38542 0.265
H -0.78987 -1.19813 -0.11947 0.296
H 0.95852 -1.57013 -0.59585 0.308
H -0.39760 1.35228 1.41926 0.348
H -1.82375 0.87823 0.45817 0.388
H -1.12914 2.35317 0.03230 0.394
H -0.90437 0.99644 -2.23417 0.368
H 0.55555 -0.00023 -2.55618 0.379
H 0.71987 1.58055 -1.84456 0.384
```

As for the charge: +1. As for the energy relative to the best compared isomer or geometry (same formula, charge and spin): 4.218 eV.

=====

Q: Which E_tot values were calculated for the entries above? A: -1097.5393, -835.4153, -835.3514, -801.4234, -250.9684, -250.8988, -250.8807, -250.9189, -250.9084, -250.8503, in Ha.